--- i ---
{
  "formula": "C19H18N2O4S2",
  "method": "ωB97M-V/def2-TZVPD",
  "elements": ["C", "O", "C", "C", "C", "C", "N", "S", "O", "O", "C", "C", "C", "C", "N", "C", "O", "C", "C", "C", "C", "C", "S", "C", "C", "C", "C", "H", "H", "H", "H", "H", "H", "H", "H", "H", "H", "H", "H", "H", "H", "H", "H", "H", "H"],
  "coordinates": [[-3.0553, 1.8273, -1.6244], [-3.0018, 0.8657, -0.5981], [-2.4193, -0.3385, -0.8697], [-2.4702, -1.2885, 0.1526], [-1.9026, -2.5324, -0.0112], [-1.2559, -2.8561, -1.2024], [-0.6329, -4.1032, -1.3256], [0.4477, -4.5553, -0.1061], [1.3751, -5.4438, -0.7391], [-0.2836, -5.0168, 1.0323], [1.1953, -2.9768, 0.2717], [1.9717, -2.3594, -0.6897], [2.3592, -1.0433, -0.5234], [1.9409, -0.3427, 0.6078], [2.2062, 1.0107, 0.7938], [2.7183, 1.9132, -0.0950], [3.2186, 1.6363, -1.1564], [2.5808, 3.3518, 0.4133], [1.2285, 3.5898, 0.9921], [0.8885, 3.8381, 2.2872], [-0.5089, 3.9293, 2.4861], [-1.2107, 3.7345, 1.3432], [-0.1853, 3.4449, -0.0063], [1.1967, -0.9942, 1.5936], [0.8190, -2.3099, 1.4214], [-1.2144, -1.9171, -2.2232], [-1.7972, -0.6703, -2.0665], [-3.5916, 1.4497, -2.5006], [-2.0543, 2.1561, -1.9221], [-3.6016, 2.6729, -1.2093], [-2.9689, -1.0248, 1.0716], [-1.9478, -3.2722, 0.7711], [-0.2304, -4.2821, -2.2337], [2.2673, -2.9167, -1.5647], [2.9534, -0.5436, -1.2699], [1.8185, 1.4006, 1.6450], [3.3464, 3.5318, 1.1721], [2.7745, 4.0132, -0.4336], [1.6103, 3.9664, 3.0752], [-0.9628, 4.1296, 3.4397], [-2.2726, 3.7378, 1.2026], [0.8921, -0.4548, 2.4790], [0.2275, -2.8303, 2.1566], [-0.7241, -2.1596, -3.1551], [-1.7441, 0.0325, -2.8823]],
  "nbo_charge": [-0.25, -0.50, 0.29, -0.25, -0.18, 0.09, -0.84, 2.31, -0.93, -0.93, -0.36, -0.18, -0.20, 0.17, -0.61, 0.70, -0.59, -0.54, -0.20, -0.27, -0.26, -0.40, 0.43, -0.24, -0.16, -0.21, -0.29, 0.18, 0.18, 0.20, 0.22, 0.23, 0.41, 0.23, 0.25, 0.41, 0.24, 0.25, 0.22, 0.23, 0.24, 0.21, 0.25, 0.21, 0.22],
  "homo_lumo_gap_ev": 8.682,
  "lumo_energy_ev": 0.443,
  "total_charge": 0,
  "smiles": "COc1ccc(NS(=O)(=O)c2ccc(NC(=O)Cc3cccs3)cc2)cc1"
}

=====

--- ii ---
{
  "formula": "C19H18N2O4S2",
  "method": "ωB97M-V/def2-TZVPD",
  "elements": ["C", "C", "C", "C", "S", "C", "C", "S", "C", "C", "C", "C", "C", "C", "O", "O", "O", "O", "C", "C", "H", "H", "H", "H", "H", "H", "H", "H", "H", "H", "H", "H", "N", "C", "C", "C", "N", "C", "C", "H", "H", "H", "H", "H", "H"],
  "coordinates": [[-2.2713, 1.4278, -3.6330], [-1.2299, 0.5021, -3.6828], [-1.0813, -0.4401, -2.6692], [-2.0113, -0.4786, -1.6328], [-1.7884, -1.6874, -0.3068], [-0.7131, -1.0384, 0.9899], [0.2524, -1.9161, 1.5419], [-0.0996, 0.6160, 0.9894], [-1.2908, 1.9163, 1.3498], [-1.5050, 2.9028, 0.3872], [-2.0077, 4.1394, 0.7982], [-2.2826, 4.3768, 2.1455], [-2.1875, 3.3351, 3.0720], [-1.7113, 2.0903, 2.6738], [0.8744, 0.7149, 2.0594], [0.3567, 0.8926, -0.3646], [-3.1037, -1.9420, 0.2359], [-1.0285, -2.7743, -0.9134], [-3.1357, 0.3455, -1.6521], [-3.2384, 1.3245, -2.6367], [-2.3248, 2.2246, -4.3767], [-0.5099, 0.5133, -4.4972], [-0.2581, -1.1502, -2.6710], [0.6744, -1.6064, 2.4993], [-0.0838, -2.9686, 1.5068], [-1.2716, 2.6818, -0.6545], [-2.1979, 4.9088, 0.0443], [-2.6078, 5.3650, 2.4640], [-2.4846, 3.4727, 4.1128], [-1.6467, 1.2593, 3.3739], [-3.9001, 0.2217, -0.8840], [-4.0851, 2.0106, -2.6229], [1.9069, -1.7319, 0.6227], [2.8420, -0.8536, 0.1475], [4.1528, -1.2568, -0.0871], [4.5115, -2.6033, 0.1446], [5.8077, -3.0249, 0.2035], [3.4916, -3.5206, 0.4337], [2.2141, -3.0424, 0.5723], [2.5085, 0.1549, -0.0473], [4.8842, -0.5236, -0.3837], [5.9767, -4.0318, 0.2518], [6.5422, -2.4644, -0.2277], [3.6478, -4.5824, 0.5916], [1.4130, -3.7590, 0.7318]],
  "nbo_charge": [-0.21, -0.22, -0.16, -0.31, 2.16, -0.83, -0.17, 2.14, -0.23, -0.21, -0.22, -0.19, -0.21, -0.20, -0.96, -0.98, -0.93, -0.97, -0.20, -0.18, 0.22, 0.22, 0.24, 0.24, 0.24, 0.25, 0.22, 0.22, 0.22, 0.23, 0.24, 0.21, -0.41, 0.11, -0.32, 0.24, -0.78, -0.32, 0.09, 0.25, 0.23, 0.40, 0.40, 0.22, 0.21],
  "homo_lumo_gap_ev": 8.526,
  "lumo_energy_ev": 0.441,
  "total_charge": 0
}

=====

--- iii ---
{
  "formula": "C19H18N2O4S2",
  "method": "ωB97M-V/def2-TZVPD",
  "elements": ["C", "O", "C", "C", "C", "C", "N", "S", "O", "O", "C", "C", "C", "C", "N", "C", "O", "C", "C", "C", "C", "C", "S", "C", "C", "C", "C", "H", "H", "H", "H", "H", "H", "H", "H", "H", "H", "H", "H", "H", "H", "H", "H", "H", "H"],
  "coordinates": [[2.7243, 6.5240, 1.7941], [2.8754, 5.2355, 1.2511], [1.9055, 4.7666, 0.4135], [0.7525, 5.4564, 0.0601], [-0.1626, 4.8804, -0.8049], [0.0452, 3.6089, -1.3231], [-0.8983, 3.0158, -2.1619], [-0.4846, 1.9426, -3.3852], [0.8044, 2.2462, -3.9325], [-1.6224, 1.9395, -4.2565], [-0.4030, 0.3855, -2.5177], [-1.4639, -0.0030, -1.7238], [-1.4190, -1.2117, -1.0543], [-0.3021, -2.0365, -1.1919], [-0.1906, -3.2695, -0.5493], [-1.0699, -3.8688, 0.3108], [-2.1177, -3.3898, 0.6644], [-0.5902, -5.2513, 0.7611], [-1.1483, -5.6095, 2.0949], [-0.4686, -5.8937, 3.2395], [-1.3223, -6.1706, 4.3300], [-2.6340, -6.0875, 3.9936], [-2.8578, -5.6612, 2.3448], [0.7600, -1.6326, -2.0047], [0.7085, -0.4218, -2.6665], [1.1971, 2.9147, -0.9623], [2.1148, 3.4903, -0.1109], [3.6060, 6.6887, 2.4116], [1.8279, 6.5956, 2.4190], [2.6841, 7.2888, 1.0116], [0.5527, 6.4447, 0.4424], [-1.0531, 5.4287, -1.0767], [-1.6795, 3.5982, -2.4202], [-2.3205, 0.6451, -1.6370], [-2.2377, -1.5243, -0.4284], [0.6579, -3.7752, -0.7654], [-0.9407, -5.9615, 0.0036], [0.4999, -5.2928, 0.7983], [0.6052, -5.9128, 3.3039], [-0.9701, -6.4184, 5.3151], [-3.4912, -6.2419, 4.6181], [1.6244, -2.2718, -2.1163], [1.5164, -0.0853, -3.2969], [1.3725, 1.9307, -1.3637], [3.0136, 2.9644, 0.1685]],
  "nbo_charge": [-0.25, -0.49, 0.28, -0.29, -0.24, 0.20, -0.88, 2.31, -0.93, -0.93, -0.36, -0.17, -0.19, 0.17, -0.60, 0.70, -0.59, -0.53, -0.20, -0.26, -0.26, -0.41, 0.48, -0.24, -0.18, -0.25, -0.22, 0.20, 0.17, 0.18, 0.22, 0.21, 0.42, 0.24, 0.26, 0.40, 0.25, 0.23, 0.22, 0.22, 0.23, 0.21, 0.25, 0.22, 0.22],
  "homo_lumo_gap_ev": 8.402,
  "lumo_energy_ev": 0.368,
  "total_charge": 0,
  "smiles": "COc1ccc(NS(=O)(=O)c2ccc(NC(=O)Cc3cccs3)cc2)cc1"
}

=====

The structure with the most favorable energy is i; the runner-up is 18.0 kJ/mol above it.

=====

--- i ---
{
  "formula": "C8H14NO",
  "method": "ωB97M-V/def2-TZVPD",
  "elements": ["C", "C", "C", "C", "C", "C", "C", "C", "N", "O", "H", "H", "H", "H", "H", "H", "H", "H", "H", "H", "H", "H", "H", "H"],
  "coordinates": [[-0.5943, -1.7485, -1.2037], [1.4983, 1.5177, -0.1131], [-0.3710, -0.6070, -0.5649], [2.7680, -0.6264, -0.3319], [2.2452, -0.6262, 1.1407], [1.4800, 0.0516, 0.0192], [-2.6229, 0.3529, -0.7570], [-1.3329, 0.5174, 1.3296], [-1.2721, 0.4099, -0.1269], [0.5575, 2.1207, -0.5745], [-1.6757, -1.9926, -1.3895], [0.1321, -2.5737, -1.5403], [2.4707, 2.0540, 0.1359], [3.4751, 0.1081, -0.4626], [2.7471, -1.5831, -0.9315], [1.7738, -1.4358, 1.6984], [2.6075, 0.1342, 1.8144], [-2.5356, 0.4779, -1.8398], [-3.2752, -0.5585, -0.3596], [-3.1620, 1.2582, -0.4172], [-2.1232, 1.1848, 1.4538], [-1.7263, -0.4844, 1.7589], [-0.3488, 0.8122, 1.6824], [-0.7151, 1.2366, -0.4210]],
  "nbo_charge": [-0.42, 0.43, 0.20, -0.39, -0.42, -0.11, -0.44, -0.40, -0.47, -0.55, 0.23, 0.27, 0.17, 0.23, 0.27, 0.26, 0.23, 0.25, 0.25, 0.24, 0.23, 0.24, 0.24, 0.48],
  "homo_lumo_gap_ev": 11.155,
  "lumo_energy_ev": -3.133,
  "total_charge": 1
}

=====

--- ii ---
{
  "formula": "C8H14NO",
  "method": "ωB97M-V/def2-TZVPD",
  "elements": ["C", "C", "C", "C", "C", "C", "C", "C", "N", "O", "H", "H", "H", "H", "H", "H", "H", "H", "H", "H", "H", "H", "H", "H"],
  "coordinates": [[1.4009, 0.2111, -0.6975], [-1.2132, -0.2168, -0.6117], [1.8179, -1.1009, 0.0548], [-1.4262, -1.3528, 0.4602], [-0.0767, 0.7185, -0.4710], [0.9793, -2.2969, -0.3441], [-0.3230, -2.2684, 0.2091], [-0.6648, 2.9784, 0.5553], [-0.2013, 1.5437, 0.7106], [0.3634, -3.1231, 0.8289], [1.8740, 0.9591, -0.1859], [1.6561, 0.0986, -1.7139], [-1.2392, -0.7596, -1.5853], [-2.1030, 0.4447, -0.6438], [2.8347, -1.1679, -0.1846], [1.7377, -1.1078, 1.2328], [-1.5054, -0.9729, 1.5087], [-2.3415, -1.7904, 0.1997], [-0.1771, 1.4200, -1.3568], [1.4881, -3.0542, -0.9715], [-0.1010, 3.3601, -0.3859], [-1.7452, 2.9599, 0.4500], [-0.3343, 3.4437, 1.4465], [-0.7000, 1.0740, 1.4952]],
  "nbo_charge": [-0.40, -0.40, -0.47, -0.56, -0.07, 0.03, 0.68, -0.40, -0.66, -0.29, 0.25, 0.22, 0.22, 0.25, 0.26, 0.24, 0.29, 0.30, 0.22, 0.29, 0.21, 0.19, 0.22, 0.35],
  "homo_lumo_gap_ev": 6.615,
  "lumo_energy_ev": -5.651,
  "total_charge": 1
}

=====

The structure with the most favorable energy is ii; the runner-up is 20.4 kJ/mol above it.

=====

--- i ---
{
  "formula": "C8H8N2O",
  "method": "ωB97M-V/def2-TZVPD",
  "elements": ["C", "C", "C", "C", "C", "C", "C", "C", "N", "N", "O", "H", "H", "H", "H", "H", "H", "H", "H"],
  "coordinates": [[-2.2670, 1.3810, 2.4107], [-1.7096, 1.0671, 1.3830], [2.3805, -0.1309, 1.3168], [2.4943, -1.3207, -0.4234], [1.1739, -0.1494, 0.7790], [-0.7669, 0.3450, -1.0486], [-0.0739, -1.0415, -1.1276], [-0.8277, 1.0829, 0.2990], [3.3192, -0.9309, 0.5288], [1.1664, -0.9235, -0.3386], [-0.3176, 2.3137, 0.1303], [-2.9358, 1.4761, 3.1591], [2.7709, 0.5312, 2.1382], [2.6601, -2.0551, -1.1850], [-0.2292, 1.0375, -1.6022], [-1.8205, 0.2897, -1.4363], [-0.6339, -1.8313, -0.6919], [0.1339, -1.2706, -2.1348], [-0.5207, 2.7735, 0.9300]],
  "nbo_charge": [-0.13, -0.12, -0.22, 0.17, 0.07, -0.44, -0.18, 0.37, -0.44, -0.43, -0.64, 0.23, 0.21, 0.17, 0.24, 0.23, 0.20, 0.21, 0.49],
  "homo_lumo_gap_ev": [7.807, 7.803],
  "lumo_energy_ev": [-0.473, -0.475],
  "total_charge": 0
}

=====

--- ii ---
{
  "formula": "C8H8N2O",
  "method": "ωB97M-V/def2-TZVPD",
  "elements": ["C", "C", "C", "O", "C", "N", "N", "C", "C", "C", "C", "H", "H", "H", "H", "H", "H", "H", "H"],
  "coordinates": [[-1.1253, -2.1149, 0.2223], [0.1531, -2.0888, -0.0544], [0.8462, -0.8189, -0.4433], [2.0138, -0.6808, 0.4323], [2.8896, 0.2617, 0.2381], [3.6096, 1.1228, 0.0287], [0.0558, 0.3336, -0.2238], [-0.4763, 1.1088, -1.1499], [-1.2211, 2.0943, -0.6015], [-1.1977, 1.8667, 0.7702], [-0.4370, 0.8172, 0.9860], [-1.5910, -3.1698, 0.4357], [-1.7019, -1.2699, 0.5795], [0.8122, -2.9901, 0.0384], [1.0781, -0.9058, -1.4635], [-0.5376, 0.6996, -2.2035], [-1.5306, 3.0715, -1.1464], [-1.6445, 2.3368, 1.6163], [0.0047, 0.3260, 1.9388]],
  "nbo_charge": [-0.36, -0.23, 0.25, -0.50, 0.55, -0.40, -0.39, -0.03, -0.31, -0.28, -0.08, 0.21, 0.23, 0.23, 0.21, 0.21, 0.24, 0.23, 0.23],
  "homo_lumo_gap_ev": 9.392,
  "lumo_energy_ev": 0.644,
  "total_charge": 0,
  "smiles": "C=C[C@H](OC#N)n1cccc1"
}

=====

--- iii ---
{
  "formula": "C8H8N2O",
  "method": "ωB97M-V/def2-TZVPD",
  "elements": ["C", "C", "C", "C", "C", "C", "C", "C", "N", "N", "O", "H", "H", "H", "H", "H", "H", "H", "H"],
  "coordinates": [[2.3963, 0.9785, 1.5203], [1.0775, 1.0554, 2.0563], [2.1944, 0.0690, 0.4291], [0.1685, 0.3254, 1.2783], [-1.2448, 0.5414, 1.3037], [0.1925, -1.1564, -0.6742], [-2.7568, -0.4362, -1.8830], [-2.0552, -0.4932, -0.6156], [-2.1086, 0.2580, 0.4525], [0.8876, -0.2884, 0.1970], [-2.5978, -1.6109, -1.0916], [3.3535, 1.3425, 1.9704], [0.9162, 1.5327, 3.0715], [2.8030, -0.1451, -0.4242], [-1.5080, 1.2844, 1.9782], [-0.2945, -1.9095, -0.0606], [0.4549, -1.2531, -1.7257], [-3.8222, -0.0792, -1.9944], [-2.2018, -0.4172, -2.7806]],
  "nbo_charge": [-0.32, -0.22, -0.01, -0.02, 0.18, -0.41, -0.14, 0.54, -0.49, -0.31, -0.44, 0.24, 0.23, 0.20, 0.19, 0.20, 0.22, 0.19, 0.19],
  "homo_lumo_gap_ev": 7.687,
  "lumo_energy_ev": 0.473,
  "total_charge": 0
}

=====

The structure with the most favorable energy is ii; the runner-up is 230.4 kJ/mol above it.